Entry 1:
Below is a molecular structure, C23H24MnN6 in a non-equilibrium geometry, with properties calculated with wB97M-V/def2-TZVPD.

Summary:
**E_HOMO (alpha / beta)**: -14.58 / -14.42 eV
**Gap between HOMO and LUMO (alpha / beta)**: 9.0 / 8.9 eV
**<S²>**: 0.80
**Lowest unoccupied orbital energy (alpha / beta)**: -5.575 / -5.494 eV

```
! RIJCOSX wB97M-V def2-TZVPD def2/J DEFGRID3
* xyz 2 2
Mn -0.09 -0.35 0.23
N 0.23 -2.39 0.34
N -0.14 0.24 2.18
N 1.90 0.00 -0.24
N 0.58 -3.63 2.26
N -2.19 -0.21 0.10
N -0.03 1.72 0.03
C 4.39 0.62 -1.27
C 4.21 -0.53 -0.53
C -2.95 0.93 -1.86
C 0.30 -3.59 0.94
C -0.18 -3.43 -1.79
C 0.84 1.97 -1.13
C 0.11 1.54 2.44
C -3.75 -0.16 -2.20
C 0.02 -2.35 -0.99
C 0.09 -4.77 0.19
C -2.96 -1.25 -0.24
C -3.78 -1.26 -1.36
C -2.22 0.89 -0.69
C -0.47 1.25 4.74
C 2.95 -0.81 -0.03
C -0.04 2.07 3.71
C 3.31 1.47 -1.49
C 0.53 2.33 1.25
C 2.08 1.12 -0.96
C -0.77 -0.07 4.46
C -0.15 -4.69 -1.15
C -1.45 2.08 -0.18
C -0.60 -0.53 3.17
H -2.92 1.81 -2.49
H 0.15 -5.72 0.69
H 0.31 1.69 -2.04
H 1.62 2.32 1.17
H 2.76 -1.70 0.55
H -0.35 -3.33 -2.85
H -1.87 2.36 0.79
H 0.95 -2.82 2.72
H 3.42 2.38 -2.05
H 0.23 3.38 1.33
H -0.85 -1.55 2.90
H 0.74 -4.52 2.70
H 5.36 0.87 -1.68
H 5.03 -1.20 -0.33
H -4.34 -0.14 -3.10
H -0.30 -5.59 -1.73
H -0.60 1.65 5.74
H 1.11 3.03 -1.21
H -4.41 -2.11 -1.57
H -2.91 -2.12 0.41
H 0.03 -1.34 -1.45
H -1.56 2.94 -0.85
H 0.16 3.12 3.88
H -1.14 -0.74 5.23
*
```

These are the Mulliken partial charges, in e, on atoms 1 to 8:
1. Mn 0.259
2. N 0.354
3. N 0.524
4. N 0.563
5. N -0.355
6. N -0.251
7. N 0.311
8. C -0.356

---

Entry 2:
Below is a molecular structure, C23H24N2O2RuS3SiTe, with properties calculated with wB97M-V/def2-TZVPD.

Summary:
**E_HOMO (alpha / beta)**: -14.17 / -14.17 eV
**Gap between HOMO and LUMO (alpha / beta)**: 6.9 / 4.8 eV
**<S²>**: 6.03
**Lowest unoccupied orbital energy (alpha / beta)**: -7.232 / -9.343 eV

```
! RIJCOSX wB97M-V def2-TZVPD def2/J DEFGRID3
* xyz 2 5
Te 3.02 -0.08 1.08
Ru 0.93 0.12 -0.60
S -0.66 -1.01 0.74
S 2.07 1.58 -1.97
S -0.82 3.32 0.41
Si -4.15 -1.59 0.68
O -2.05 2.73 0.00
O -0.56 3.64 1.77
N 0.39 2.24 -0.15
N -0.87 -0.29 -1.67
C 4.75 -2.40 0.90
C -3.55 -0.70 -2.05
C -2.75 -0.23 -3.08
C 1.32 4.95 -2.46
C -1.39 -0.01 -2.85
C -0.18 6.70 -1.76
C -0.77 5.88 -0.80
C -1.65 -0.77 -0.67
C -3.50 -3.23 1.25
C 5.89 -3.16 0.68
C -4.03 -0.26 1.98
C 4.41 -1.27 -0.04
C 6.20 -4.21 1.54
C 1.05 2.75 -1.15
C 4.24 -3.73 2.84
C 0.75 4.13 -1.50
C 3.92 -2.68 1.98
C -0.29 4.60 -0.69
C 2.67 -1.86 2.21
C 0.84 6.25 -2.58
C -3.02 -1.00 -0.78
C 5.37 -4.49 2.62
C -5.86 -1.72 -0.02
H -4.28 0.72 1.57
H 1.28 6.91 -3.31
H -3.48 -3.96 0.43
H 2.13 4.59 -3.09
H 3.93 -1.61 -0.96
H -1.57 6.24 -0.16
H 7.09 -4.80 1.37
H -3.03 -0.19 2.42
H 5.26 -0.64 -0.29
H 6.55 -2.94 -0.15
H -6.24 -0.76 -0.39
H -4.72 -0.48 2.79
H -4.16 -3.63 2.02
H 3.60 -3.94 3.69
H -2.50 -3.17 1.67
H -6.54 -2.06 0.76
H -0.74 0.37 -3.62
H -0.54 7.72 -1.87
H 1.78 -2.35 1.83
H -3.17 -0.01 -4.05
H 2.52 -1.58 3.25
H -5.93 -2.45 -0.83
H -4.60 -0.85 -2.23
H 5.62 -5.30 3.29
*
```

These are the Mulliken partial charges, in e, on atoms 1 to 8:
1. Te 0.323
2. Ru 0.126
3. S -0.145
4. S -0.269
5. S 1.018
6. Si 0.158
7. O -0.534
8. O -0.591

---

Entry 3:
Below is 2 unconnected molecules or ions with the total composition C23H24N2O3 in a non-equilibrium geometry, with properties calculated with wB97M-V/def2-TZVPD.

Summary:
**E_HOMO**: -7.05 eV
**Gap between HOMO and LUMO**: 6.4 eV
**Lowest unoccupied orbital energy**: -0.613 eV
**SMILES**: COc1ccc(C=C2C(=O)c3ccccc3C2=O)cc1.C=C1N(C)CCN1C

```
! RIJCOSX wB97M-V def2-TZVPD def2/J DEFGRID3
* xyz 0 1
O -1.63 -0.22 -4.81
O -0.15 -5.26 -2.72
O 0.85 -5.04 1.86
N 1.23 0.49 3.36
N -1.04 0.50 3.27
C -0.26 -0.54 -2.88
C 0.67 -8.03 -1.84
C 0.03 -3.30 -0.38
C -0.45 -2.50 -1.50
C 0.24 -4.64 -0.42
C 1.04 -9.17 -1.17
C -1.29 -0.99 -3.71
C 1.31 -9.14 0.20
C 0.56 -6.86 -1.11
C 0.16 -5.53 -1.58
C 0.86 1.93 3.40
C 0.67 -5.44 0.73
C 0.14 -1.26 -1.79
C -2.42 0.04 3.18
C -1.91 -2.21 -3.39
C -1.49 -2.94 -2.32
C -0.67 1.93 3.27
C 0.84 -6.82 0.25
C 0.10 -0.35 3.31
C 0.10 -1.69 3.31
C -2.62 -0.78 -5.64
C 1.22 -7.97 0.91
C 2.61 0.04 3.50
H 1.01 -2.24 3.35
H 1.36 2.45 2.57
H -1.94 -3.90 -2.10
H -1.02 2.39 2.34
H 0.24 0.38 -3.14
H -3.09 0.78 3.61
H 1.43 -7.92 1.97
H 3.29 0.77 3.08
H -3.56 -0.86 -5.09
H -0.82 -2.24 3.28
H -2.70 -0.13 2.14
H 0.28 -2.79 0.54
H -1.17 2.43 4.11
H 0.47 -8.01 -2.89
H 2.86 -0.12 4.54
H 1.59 -10.05 0.70
H 1.21 2.37 4.34
H -2.55 -0.89 3.73
H -2.71 -2.58 -4.00
H 2.75 -0.90 2.96
H 1.13 -10.10 -1.71
H -2.76 -0.13 -6.50
H 0.95 -0.91 -1.17
H -2.30 -1.77 -5.99
*
```

These are the Mulliken partial charges, in e, on atoms 1 to 8:
1. O -0.459
2. O -0.678
3. O -0.642
4. N 0.158
5. N 0.145
6. C -0.572
7. C -0.337
8. C -0.191

---

Entry 4:
Below is a single C23H24N2O3 molecule, with properties calculated with wB97M-V/def2-TZVPD.

Summary:
**E_HOMO**: -7.56 eV
**Gap between HOMO and LUMO**: 8.3 eV
**Lowest unoccupied orbital energy**: 0.742 eV
**SMILES**: COc1ccc(OC)c(NC(=O)CNC(c2ccccc2)c2ccccc2)c1

```
! RIJCOSX wB97M-V def2-TZVPD def2/J DEFGRID3
* xyz 0 1
O 0.76 2.93 -1.33
O 4.63 1.90 1.51
O 1.92 -1.81 -1.58
N -1.65 0.45 -1.74
N 1.00 0.66 -1.50
C -0.35 -2.94 0.38
C -5.18 1.77 0.90
C -0.42 -0.45 1.59
C -1.06 -0.64 0.37
C 0.26 -1.50 2.19
C 4.22 3.24 1.53
C 2.37 -3.14 -1.64
C 0.35 1.83 -1.66
C -4.05 -0.60 0.03
C 2.15 0.39 -0.76
C -3.84 1.72 0.57
C 4.38 -0.30 0.74
C -5.39 -0.55 0.36
C 3.93 1.02 0.74
C -1.01 -1.89 -0.23
C 2.81 1.36 -0.01
C 2.63 -0.93 -0.78
C -3.26 0.54 0.13
C 3.74 -1.26 -0.02
C -1.80 0.51 -0.27
C 0.29 -2.74 1.59
C -5.96 0.64 0.79
C -1.03 1.63 -2.30
H -0.33 -3.91 -0.09
H 3.38 -3.21 -2.04
H -0.90 1.47 -3.38
H 1.68 -3.65 -2.31
H -3.61 -1.53 -0.30
H -3.23 2.61 0.65
H 5.25 -0.55 1.33
H 4.25 3.69 0.54
H 3.21 3.34 1.94
H 2.42 2.36 -0.03
H -7.01 0.67 1.05
H 2.33 -3.62 -0.65
H -2.55 0.27 -2.18
H -5.62 2.70 1.23
H 4.92 3.76 2.19
H -1.47 -2.03 -1.19
H -1.60 2.56 -2.16
H 0.82 -3.56 2.07
H 0.77 -1.33 3.13
H -0.44 0.52 2.06
H -6.00 -1.44 0.28
H -1.34 1.44 0.09
H 4.12 -2.27 -0.01
H 0.52 -0.17 -1.83
*
```

These are the Mulliken partial charges, in e, on atoms 1 to 8:
1. O -0.702
2. O -0.491
3. O -0.409
4. N -0.328
5. N 0.008
6. C -1.275
7. C -0.752
8. C -0.141

---

Entry 5:
Below is a single C23H24N2O5 molecule, with properties calculated with wB97M-V/def2-TZVPD.

Summary:
**E_HOMO**: -7.68 eV
**Gap between HOMO and LUMO**: 8.2 eV
**Lowest unoccupied orbital energy**: 0.496 eV
**SMILES**: COc1ccc(OC)c(NC(=O)Cn2c(CCC(=O)O)ccc2-c2ccccc2)c1

```
! RIJCOSX wB97M-V def2-TZVPD def2/J DEFGRID3
* xyz 0 1
O -0.69 -1.80 2.04
O 5.26 -3.46 -0.11
O -5.50 -1.73 0.99
O -1.68 1.41 -1.48
O 3.70 -2.54 1.15
N 1.77 -0.28 0.03
N -0.91 -0.17 0.46
C -2.68 0.66 -0.90
C -4.01 0.68 -1.26
C -2.27 -0.19 0.14
C -0.22 -0.94 1.33
C 2.12 -0.48 -2.15
C 3.02 -3.38 -1.00
C 1.22 3.29 -0.02
C 1.85 -1.18 -1.00
C 1.96 0.98 -0.46
C 1.68 -2.65 -0.83
C 2.78 3.43 2.26
C -4.52 -0.97 0.41
C 1.98 2.19 0.36
C 2.19 0.88 -1.82
C 1.28 -0.59 1.35
C 1.24 4.45 0.73
C 2.76 2.27 1.51
C -3.18 -1.00 0.79
C 2.01 4.52 1.88
C -4.93 -0.13 -0.61
C -5.14 -2.60 2.04
C -2.02 2.24 -2.57
C 3.99 -3.07 0.12
H 1.84 -1.42 1.78
H 5.38 -3.87 -0.98
H 3.39 3.48 3.15
H -5.97 -0.11 -0.89
H 2.40 1.70 -2.48
H 3.38 1.43 1.79
H 0.99 -3.02 -1.59
H 1.26 -2.89 0.15
H -1.09 2.69 -2.90
H 0.61 3.23 -0.91
H 1.40 0.29 1.99
H -4.41 -3.35 1.71
H -0.39 0.51 -0.09
H 3.47 -3.10 -1.96
H -2.72 3.03 -2.27
H -6.06 -3.09 2.35
H 0.65 5.30 0.43
H -4.36 1.32 -2.06
H -2.82 -1.64 1.57
H 2.03 5.42 2.47
H -4.72 -2.05 2.89
H -2.45 1.66 -3.39
H 2.86 -4.46 -1.00
H 2.25 -0.90 -3.13
*
```

These are the Mulliken partial charges, in e, on atoms 1 to 8:
1. O -0.726
2. O -0.512
3. O -0.489
4. O -0.233
5. O -0.512
6. N 0.513
7. N 0.154
8. C 0.309

---

These records have energy relative to the best compared isomer or geometry (same formula, charge and spin) values of 0.436, 0.157, 4.476, 2.609, 1.541 eV, in the order they appear.
These records have DFT total energy values of -64489.1399, -81558.5036, -33361.3619, -33363.2288, -37458.7976 eV, in the order they appear.